A cluster of 9 separate species, C42H58FNO28S in total in a non-equilibrium geometry. Source: OMol25; level of theory: ωB97M-V with the def2-TZVPD basis set.

Total charge = 0
Energy = -4294.7606 Ha
M = 1075.970 u
F_max = 2.195 eV/A

Cartesian coordinates (Å):
C -1.498 1.736 3.210
C -1.217 3.170 2.825
C -0.872 3.503 1.355
C -0.759 2.446 0.221
C -2.169 1.957 -0.114
C 0.368 1.329 0.239
S 1.808 2.125 1.106
C 3.299 1.310 0.630
O 2.001 3.457 0.567
O 1.610 2.209 2.533
C 0.969 1.397 -1.247
O 1.418 2.331 -1.814
O 0.888 0.213 -1.846
C -0.142 -0.518 -1.144
C 0.092 -0.260 0.352
C 1.270 -1.284 0.603
C 2.048 -1.628 1.890
C 2.151 -0.743 3.108
F 1.520 -2.860 2.345
C -1.165 -0.866 1.033
C -1.086 -1.330 2.344
C -2.179 -1.931 2.928
C -3.340 -2.052 2.184
N -3.448 -1.660 0.924
C -2.371 -1.093 0.379
H -1.563 1.671 4.296
H -2.424 1.331 2.818
H -0.654 1.118 2.938
H -2.063 3.783 3.137
H -0.392 3.499 3.452
H -0.018 4.170 1.343
H -1.682 4.139 0.997
H -0.492 3.064 -0.633
H -2.792 2.833 -0.277
H -2.222 1.369 -1.024
H -2.630 1.400 0.690
H 3.850 1.966 -0.033
H 3.929 1.128 1.490
H 3.160 0.371 0.112
H -1.033 -0.065 -1.560
H -0.089 -1.554 -1.454
H 0.787 -2.234 0.381
H 1.995 -1.189 -0.202
H 3.064 -1.874 1.590
H 2.360 -1.406 3.946
H 1.252 -0.200 3.365
H 2.967 -0.038 3.066
H -0.197 -1.250 2.937
H -2.136 -2.295 3.939
H -4.217 -2.491 2.636
H -2.526 -0.801 -0.645
C 6.425 4.484 2.913
C 5.133 3.735 2.661
O 5.611 2.410 2.374
C 6.835 2.260 2.928
O 7.425 1.229 2.985
O 7.295 3.443 3.385
H 6.328 5.269 3.658
H 6.852 4.901 1.999
H 4.496 3.694 3.543
H 4.558 4.121 1.822
C 0.925 6.024 4.176
C 2.076 5.485 3.351
O 3.201 5.736 4.212
C 2.755 5.812 5.490
O 3.456 5.839 6.446
O 1.404 5.849 5.516
H -0.003 5.479 4.032
H 0.748 7.088 4.006
H 2.006 4.414 3.168
H 2.200 5.999 2.401
C -1.312 -1.572 -4.546
C -2.357 -0.723 -5.226
O -3.563 -1.461 -4.987
C -3.377 -2.225 -3.883
O -4.226 -2.823 -3.314
O -2.069 -2.192 -3.503
H -0.505 -0.972 -4.128
H -0.894 -2.348 -5.189
H -2.441 0.258 -4.767
H -2.193 -0.605 -6.293
C -5.240 -6.405 2.722
C -3.806 -6.640 2.292
O -3.141 -5.492 2.840
C -3.872 -5.027 3.872
O -3.511 -4.179 4.625
O -5.074 -5.641 3.925
H -5.778 -7.326 2.924
H -5.801 -5.806 2.002
H -3.381 -7.542 2.734
H -3.675 -6.673 1.214
C 8.241 -0.051 -0.158
C 8.374 -1.550 -0.358
O 7.135 -2.035 0.174
C 6.233 -1.036 0.126
O 5.075 -1.154 0.375
O 6.820 0.129 -0.212
H 8.723 0.535 -0.935
H 8.594 0.276 0.820
H 8.435 -1.828 -1.412
H 9.209 -1.989 0.180
C -0.065 4.250 -5.435
C 0.241 2.799 -5.118
O -1.066 2.199 -5.185
C -1.853 2.971 -5.968
O -2.929 2.656 -6.361
O -1.241 4.140 -6.252
H 0.727 4.752 -5.983
H -0.313 4.829 -4.544
H 0.877 2.331 -5.870
H 0.675 2.649 -4.132
C -6.457 -11.566 4.941
C -7.154 -10.376 4.307
O -6.064 -9.700 3.669
C -5.073 -10.596 3.442
O -4.111 -10.374 2.785
O -5.338 -11.762 4.069
H -7.070 -12.462 4.973
H -6.085 -11.345 5.943
H -7.877 -10.671 3.545
H -7.636 -9.719 5.026
C -2.095 3.089 -9.705
C -2.623 4.388 -10.278
O -1.422 5.031 -10.722
C -0.481 4.082 -10.941
O 0.566 4.275 -11.463
O -0.901 2.882 -10.472
H -2.774 2.250 -9.829
H -1.827 3.181 -8.655
H -3.276 4.231 -11.138
H -3.134 5.006 -9.546


A structure of composition CH4O2P2 in a non-equilibrium geometry. Source: OMol25; level of theory: ωB97M-V with the def2-TZVPD basis set.

Total charge = 0
Energy = -873.5970 Ha
M = 109.989 u
Energy above the lowest of the compared OMol25 structures with the same formula, charge and spin = 3.3735 eV
F_max = 4.473 eV/A

Cartesian coordinates (Å):
C 0.648 -0.131 0.362
O 3.509 -0.823 -2.604
O 2.301 -1.026 -0.606
P 2.312 -0.231 -1.938
P -0.430 -0.255 -1.049
H 0.516 -0.888 1.189
H 1.267 0.642 0.594
H -1.025 0.972 -1.050
H -1.485 -0.887 -0.484


An isolated molecule of C4H9NOS in a non-equilibrium geometry. Source: OMol25; level of theory: ωB97M-V with the def2-TZVPD basis set.

Total charge = 0
Energy = -685.9548 Ha
M = 119.189 u
Energy above the lowest of the compared OMol25 structures with the same formula, charge and spin = 1.7451 eV
F_max = 1.656 eV/A

Cartesian coordinates (Å):
C -0.358 2.768 -0.442
N 0.325 1.574 -0.910
C 0.334 0.443 -0.023
C -1.006 -0.298 0.120
S -0.968 -1.512 1.496
C 1.434 -0.515 -0.458
O 1.498 -0.951 -1.580
H -1.106 2.619 0.353
H 0.354 3.484 -0.024
H -0.896 3.221 -1.269
H -0.042 1.279 -1.807
H 0.568 0.779 0.994
H -1.869 0.338 0.305
H -1.202 -0.806 -0.827
H -0.158 -2.355 0.837
H 2.333 -0.600 0.180